# 1
65
Properties=species:S:1:pos:R:3:forces:R:3 method="wB97M-V/def2-TZVPD" orbital_gap_ev=9.15 e_tot_ha=-1683.16720 smiles="O=C(NCc1ccc(F)cc1)[C@H](c1ccccc1)N(C[C@H]1CCCO1)C(=O)Cn1nnc2ccccc21" e_homo_ev=-8.6 e_above_lowest_ev=0.061
O -2.3297 -0.0163 -2.1204 -0.21 -0.44 -0.04
C -1.7248 0.9934 -1.8196 0.30 0.54 -0.17
N -2.2035 1.9174 -0.9704 -0.20 0.37 0.18
C -3.4675 1.7411 -0.2763 -0.02 -0.23 0.02
C -3.2829 1.0634 1.0585 -0.11 0.03 -0.14
C -3.1929 1.8002 2.2314 -0.07 -0.18 -0.02
C -3.0027 1.1696 3.4465 -0.10 -0.22 0.13
C -2.8839 -0.2067 3.4685 -0.29 0.10 -0.23
F -2.6987 -0.8323 4.6502 0.10 0.04 -0.02
C -2.9628 -0.9658 2.3164 0.04 0.01 0.31
C -3.1667 -0.3201 1.1111 -0.03 0.13 0.02
C -0.3312 1.3878 -2.3496 -0.06 0.23 -0.09
C 0.1671 0.7446 -3.6249 -0.08 0.00 -0.05
C 1.4243 1.1421 -4.0790 -0.09 -0.01 0.02
C 1.9572 0.6150 -5.2390 0.08 0.06 0.02
C 1.2366 -0.3148 -5.9715 -0.02 -0.09 -0.07
C -0.0155 -0.7054 -5.5341 0.10 -0.01 -0.12
C -0.5509 -0.1809 -4.3680 -0.14 -0.02 0.03
N 0.6464 1.1935 -1.2687 -0.11 0.04 -0.41
C 1.1117 -0.1531 -1.0362 0.04 -0.43 0.45
C 0.1984 -0.9823 -0.0930 -0.18 0.23 -0.30
C -0.4829 -2.1596 -0.7955 0.14 0.00 0.11
C 0.5342 -3.2791 -0.5972 0.05 0.15 0.24
C 1.0423 -2.9612 0.8068 0.01 -0.40 0.06
O 1.0034 -1.5492 0.9336 0.05 0.03 -0.08
C 0.9245 2.2632 -0.4972 0.22 0.03 0.06
O 0.3905 3.3462 -0.6744 0.02 0.35 0.15
C 1.9753 2.1044 0.6036 -0.01 0.60 -0.12
N 1.4483 1.3353 1.6934 0.41 -0.68 0.46
N 0.1530 1.4158 2.0317 -0.46 0.71 -0.61
N -0.0887 0.6916 3.0423 -0.39 -0.20 0.44
C 1.0605 0.0777 3.4328 1.24 0.25 -0.53
C 1.3304 -0.8204 4.4637 -0.06 0.09 -0.11
C 2.6246 -1.2668 4.5788 -0.08 -0.16 0.18
C 3.6368 -0.8423 3.7052 0.12 0.05 -0.14
C 3.3938 0.0430 2.6807 0.17 0.06 -0.11
C 2.0879 0.4972 2.5521 -0.59 -0.19 0.69
H -1.6070 2.6788 -0.6733 0.13 -0.05 -0.15
H -4.0966 1.1227 -0.9225 -0.01 0.19 0.09
H -3.9254 2.7243 -0.1503 -0.01 -0.09 -0.04
H -3.2748 2.8762 2.1966 -0.01 0.14 0.00
H -2.9295 1.7282 4.3651 0.04 0.04 0.12
H -2.8658 -2.0389 2.3726 0.01 -0.12 0.04
H -3.2386 -0.8871 0.1947 -0.01 -0.07 -0.10
H -0.3596 2.4733 -2.5220 -0.02 -0.31 0.08
H 1.9837 1.8737 -3.5125 0.07 0.07 0.06
H 2.9326 0.9337 -5.5761 0.08 0.03 -0.03
H 1.6497 -0.7267 -6.8802 0.04 -0.04 -0.08
H -0.5862 -1.4248 -6.1024 -0.05 -0.06 -0.05
H -1.5272 -0.4938 -4.0372 -0.02 0.00 0.03
H 1.1890 -0.6472 -2.0076 0.12 0.04 0.09
H 2.1079 -0.1330 -0.5908 -0.06 0.00 -0.05
H -0.5316 -0.3112 0.3769 0.10 -0.09 -0.10
H -1.4097 -2.4040 -0.2775 -0.09 0.00 -0.02
H -0.7130 -1.9454 -1.8350 -0.07 0.02 -0.02
H 1.3441 -3.1963 -1.3236 0.04 -0.04 -0.04
H 0.0974 -4.2721 -0.6641 0.02 -0.07 -0.05
H 0.3889 -3.4049 1.5697 0.06 -0.03 -0.05
H 2.0684 -3.2900 0.9897 -0.08 -0.03 0.01
H 2.8863 1.6315 0.2289 -0.12 -0.03 0.08
H 2.2152 3.1197 0.9452 -0.02 -0.22 -0.17
H 0.5448 -1.1434 5.1270 -0.09 -0.06 0.11
H 2.8803 -1.9667 5.3607 0.00 -0.04 0.07
H 4.6367 -1.2268 3.8442 0.08 -0.01 0.00
H 4.1784 0.3638 2.0112 0.10 0.00 -0.03

# 2
39
Properties=species:S:1:pos:R:3:forces:R:3 method="wB97M-V/def2-TZVPD" charge=+1 multiplicity=5 orbital_gap_ev="6.63 / 6.60" e_tot_ha=-5289.58272 e_homo_ev="-11.0 / -11.1" e_above_lowest_ev=0.000
Fe -0.0081 -0.0093 -0.5308 -0.31 -0.30 0.19
Cl -7.2056 -0.6781 -0.0439 0.07 0.01 -0.02
C -5.5259 -0.5537 -0.4525 -0.06 0.02 0.08
C -5.1179 -0.7719 -1.7753 0.04 -0.01 -0.09
C -3.7942 -0.6832 -2.1322 -0.13 0.00 0.05
C -2.8122 -0.3709 -1.1766 0.26 0.06 -0.10
O -1.5554 -0.2939 -1.5551 0.04 0.06 0.01
C -3.2304 -0.1474 0.1581 -0.11 -0.01 0.19
C -2.3396 0.1819 1.2271 -0.04 0.06 -0.01
O -1.1055 0.3063 1.1709 0.09 0.00 -0.16
C -4.5988 -0.2424 0.5002 -0.03 -0.02 -0.09
H -5.8647 -1.0102 -2.5214 0.00 0.00 0.00
H -3.4841 -0.8457 -3.1550 0.02 0.00 0.00
H -2.8086 0.3473 2.2052 0.01 -0.01 0.00
H -4.9071 -0.0663 1.5230 0.00 0.00 0.00
Br 3.4557 6.4329 0.0036 0.02 0.07 0.00
C 3.0019 4.6126 0.0315 0.00 -0.06 0.00
C 1.7768 4.2024 -0.4693 0.01 -0.08 0.02
C 1.4581 2.8541 -0.4409 -0.01 0.21 -0.03
C 2.3499 1.9305 0.0807 -0.10 -0.47 0.02
C 3.5786 2.3470 0.5791 0.05 0.16 0.00
C 3.9034 3.6909 0.5535 -0.02 -0.03 -0.01
N 1.9206 0.5637 0.0665 0.07 0.29 -0.05
C 2.6073 -0.3988 0.5381 -0.07 -0.43 0.02
C 2.0832 -1.7890 0.4792 0.20 0.53 -0.01
C 2.8220 -2.8512 0.9534 -0.13 -0.27 -0.03
C 2.2745 -4.1302 0.8419 0.14 0.16 0.04
C 1.0288 -4.2774 0.2691 -0.14 -0.01 -0.07
C 0.3490 -3.1467 -0.1787 0.05 -0.02 0.04
N 0.8672 -1.9315 -0.0734 0.11 0.12 -0.01
H 1.0808 4.9218 -0.8758 0.01 0.01 0.00
H 0.4976 2.5379 -0.8380 0.01 -0.05 0.01
H 4.2993 1.6529 0.9880 -0.02 -0.01 0.00
H 4.8561 4.0266 0.9373 0.00 0.01 0.00
H 3.5854 -0.2600 0.9912 0.00 0.03 -0.01
H 3.7962 -2.6959 1.3957 0.00 0.03 -0.01
H 2.8249 -4.9903 1.1973 -0.01 -0.01 0.00
H 0.5722 -5.2508 0.1612 0.00 0.00 0.00
H -0.6316 -3.2138 -0.6328 0.00 -0.02 0.00

# 3
15
Properties=species:S:1:pos:R:3:forces:R:3 method="wB97M-V/def2-TZVPD" orbital_gap_ev=9.45 e_tot_ha=-283.91347 smiles="[H]/N=C(/N)NCC" e_homo_ev=-8.6 e_above_lowest_ev=1.895
H 2.0256 1.4071 -0.3437 1.19 -1.02 1.32
N 2.2514 0.3720 -0.2860 1.02 2.45 -1.53
C 1.0855 -0.0840 -0.3980 -3.35 -0.77 1.60
N 0.7121 -0.9571 -1.4584 0.44 0.90 2.09
N 0.0333 0.2814 0.5978 5.02 -1.21 -2.22
C -1.2614 0.0423 0.1466 -2.67 1.36 2.78
C -2.2904 0.3785 1.2750 0.65 0.02 -1.00
H 0.0723 -1.6927 -1.2037 -0.01 -0.24 -0.17
H 1.5808 -1.2428 -1.8896 -0.17 -0.19 -0.20
H 0.4782 0.7311 1.4311 -1.42 -0.61 -1.15
H -1.3725 0.6119 -0.7248 -0.95 0.65 -1.48
H -1.5227 -0.9575 0.0086 0.33 -2.07 -0.88
H -3.3377 0.1338 0.9923 0.72 0.62 0.06
H -2.0218 -0.3061 2.0760 -0.06 0.25 0.41
H -2.0821 1.4203 1.5382 -0.73 -0.14 0.38

# 4
54
Properties=species:S:1:pos:R:3:forces:R:3 method="wB97M-V/def2-TZVPD" charge=-1 multiplicity=4 orbital_gap_ev="2.56 / 6.81" e_tot_ha=-6418.91672 e_homo_ev="-1.4 / -5.7" e_above_lowest_ev=3.638
Ti 6.9767 -0.3857 -11.3313 0.69 -0.23 -0.42
Cl 8.9551 0.6558 -13.0934 -0.08 -0.26 0.85
C 4.4384 -1.0289 -13.5448 0.19 -1.42 2.23
F 3.9329 -0.0940 -12.6947 1.21 -0.87 -1.26
F 3.5706 -1.2004 -14.5121 0.12 0.07 -0.49
F 5.6745 -0.8018 -14.0127 -1.03 0.82 0.22
S 4.5952 -2.7632 -12.6002 -2.12 0.29 -0.04
O 3.2323 -3.0099 -12.0459 3.10 0.96 -1.00
O 5.1144 -3.7577 -13.5249 -0.56 1.30 0.53
N 5.8574 -2.3753 -11.4353 -2.34 0.26 -2.03
S 6.0131 -3.7593 -10.7197 3.30 -2.89 0.40
O 4.8278 -4.2074 -10.0534 0.12 -0.33 0.27
O 6.7953 -4.7608 -11.5121 -1.41 2.24 2.37
C 7.1519 -3.0554 -9.2764 -0.15 -1.18 -2.16
F 6.3790 -2.3873 -8.4493 0.41 -0.05 0.69
F 7.9136 -3.9869 -8.6483 -0.95 0.67 -0.04
F 8.0383 -2.2071 -9.8620 0.22 -0.07 0.41
C 10.7796 -0.6404 -6.7860 -0.88 0.75 -0.15
C 11.7198 -0.6726 -7.9982 -0.34 0.03 0.15
N 11.4898 0.5152 -9.0676 1.85 -1.05 1.72
C 11.8679 1.8036 -8.3141 -0.33 -0.85 -0.97
C 12.6227 0.2689 -10.1833 -1.38 1.20 -0.60
C 12.6150 -1.1417 -10.8064 0.80 0.96 0.77
C 10.0974 0.5020 -9.7156 -0.53 -0.49 0.83
C 8.9365 1.1377 -8.9190 0.40 0.52 0.65
O 7.6607 0.5073 -9.1961 0.98 1.06 -0.27
C 6.6764 0.9728 -8.2703 -0.07 -0.38 1.78
H 9.7227 -0.8389 -6.9640 0.09 -0.25 -0.55
H 10.7713 0.3721 -6.3825 0.17 -0.01 0.19
H 11.0195 -1.2818 -5.9379 0.66 -0.23 -0.42
H 11.7959 -1.6355 -8.5033 -0.93 0.24 -0.41
H 12.7219 -0.6462 -7.5703 0.31 1.03 -0.38
H 12.8882 1.5686 -8.0110 -0.06 0.80 0.12
H 11.2271 2.0211 -7.4596 0.01 -0.48 -0.12
H 11.7440 2.6502 -8.9894 0.44 -0.13 -0.15
H 13.5942 0.5835 -9.8020 -0.10 -0.58 0.83
H 12.4855 1.0649 -10.9152 -0.80 -0.11 -0.17
H 11.6205 -1.5876 -10.7918 0.29 -0.26 0.17
H 13.4220 -1.5960 -10.2314 -0.62 -1.18 0.05
H 12.9841 -1.1835 -11.8311 -0.28 0.59 -0.06
H 9.8066 -0.5457 -9.6379 0.25 -0.17 -1.31
H 10.2220 0.9969 -10.6787 -0.33 -0.74 -0.37
H 8.9558 2.2185 -9.0587 -0.68 0.14 -0.49
H 9.1638 1.0292 -7.8585 -0.26 -0.27 0.26
H 5.6855 0.5292 -8.3674 0.24 0.11 -1.16
H 6.5994 2.0454 -8.0921 0.09 0.19 -1.00
H 6.9503 0.5926 -7.2862 0.47 -0.23 0.41
As 5.6559 3.2895 -11.7454 -0.35 1.92 1.06
F 3.9923 3.0958 -12.3364 1.55 -0.80 0.16
F 5.9542 1.4735 -11.6175 -0.67 2.13 -0.20
F 7.2636 3.6884 -11.0323 -1.22 -0.74 -0.52
F 5.2295 5.0351 -11.7381 0.92 -1.15 -0.28
F 5.0123 3.2828 -10.0229 0.75 -0.61 -1.71
F 6.4110 3.3484 -13.3577 -1.14 -0.24 1.63

# 5
23
Properties=species:S:1:pos:R:3:forces:R:3 method="wB97M-V/def2-TZVPD" orbital_gap_ev="6.56 / 6.49" e_tot_ha=-534.53373 e_homo_ev="-8.0 / -8.0" e_above_lowest_ev=4.169
C 1.0677 2.3070 -0.2246 1.45 -0.65 -1.04
N 0.1304 1.2102 -0.1965 -0.73 1.22 -0.78
C 0.4644 -0.0077 -0.0217 -0.73 1.74 0.15
C 1.7837 -0.4442 0.1621 0.68 -3.84 -0.31
C 2.1230 -1.7554 0.0133 -2.75 0.71 -0.47
C 1.0576 -2.7576 -0.1779 1.59 -1.15 0.62
C -0.2159 -2.3770 -0.2900 -0.53 -1.05 1.25
C -0.5665 -1.0056 -0.0873 -3.87 -1.24 -1.90
C -1.9499 -0.7977 -0.1979 0.12 2.00 1.74
C -2.5466 0.5158 0.1023 -3.67 -0.91 0.18
C -3.9389 0.7783 0.2081 3.84 2.45 -0.23
C -4.9197 -0.1981 0.1350 1.75 1.89 -0.18
N -5.6442 -1.0548 0.0926 -2.70 -2.97 -0.13
H 1.4900 2.3097 0.7804 0.63 0.53 -0.03
H 1.9275 2.1102 -1.0369 -1.70 0.59 1.79
H 0.5812 3.3000 -0.4097 0.30 -1.12 -0.01
H 2.5327 0.1154 0.5519 2.00 2.42 0.46
H 3.1320 -2.0250 -0.0294 1.34 -0.60 0.46
H 1.3261 -3.8230 0.0393 -0.26 0.97 -0.85
H -1.0690 -3.0945 -0.2394 1.00 0.48 -0.34
H -2.7510 -1.5650 -0.2553 1.26 -0.02 -0.30
H -1.9403 1.3348 0.3586 0.74 0.68 -0.22
H -4.2210 1.8914 0.3134 0.23 -2.13 0.11

# 6
11
Properties=species:S:1:pos:R:3:forces:R:3 method="wB97M-V/def2-TZVPD" orbital_gap_ev=9.66 e_tot_ha=-326.49737 e_homo_ev=-9.1 e_above_lowest_ev=4.699
C -0.6860 0.8475 0.0168 -1.76 1.18 1.11
C 0.6194 1.0905 0.1759 -0.50 -1.33 -0.62
C -1.0716 -0.6417 -0.0072 1.95 1.58 -0.41
N 0.1606 -1.3522 0.2907 0.89 3.45 3.19
N 1.3968 -0.0442 0.4322 -1.77 -2.02 1.21
F 2.5007 -0.0778 -0.4760 -0.87 -0.36 -0.38
H -1.6057 1.5446 0.1502 2.17 -0.78 -0.57
H 1.2866 1.9130 0.1334 -0.30 1.28 0.04
H -1.7574 -0.7912 0.8202 -0.49 -0.39 -0.39
H -1.3853 -0.7808 -1.0441 -0.81 -0.64 0.36
H 0.5420 -1.7078 -0.4920 1.49 -1.97 -3.53

# 7
9
Properties=species:S:1:pos:R:3:forces:R:3 method="wB97M-V/def2-TZVPD" orbital_gap_ev=9.14 e_tot_ha=-775.01390 smiles="C=CS.I" e_homo_ev=-8.8 e_above_lowest_ev=1.427
C -1.3458 -1.0275 -0.5647 3.15 0.72 0.55
C -0.3061 -0.1673 -0.5381 0.16 -0.83 1.41
S 1.3034 -0.5016 0.2313 -1.09 -1.51 0.96
H -1.1078 -1.9826 -0.0207 -1.30 0.70 -1.18
H -2.1082 -0.6486 -1.2093 -1.22 -0.72 0.25
H -0.3394 0.8924 -0.7814 -0.15 -0.44 -0.69
H 0.9438 -1.5830 1.1131 0.34 1.46 -1.40
I 1.0361 3.0072 0.3828 0.77 -0.12 0.83
H 1.9240 2.0111 1.3870 -0.67 0.75 -0.73

# 8
9
Properties=species:S:1:pos:R:3:forces:R:3 method="wB97M-V/def2-TZVPD" orbital_gap_ev=8.94 e_tot_ha=-317.38971 e_homo_ev=-9.2 e_above_lowest_ev=3.881
C -1.2631 0.1141 0.0553 -0.10 0.01 0.02
C 0.2169 -0.0609 0.0754 -0.24 -0.21 0.04
N 0.8054 -1.2507 0.4624 0.26 0.28 -0.27
O 2.0120 -1.3696 0.3340 -0.10 0.08 0.12
N 2.0836 1.2646 -0.6662 -1.14 -0.53 0.33
N 1.0754 0.8374 -0.3884 1.28 0.33 -0.27
H -1.5297 1.0673 -0.4039 0.03 -0.08 0.06
H -1.7181 -0.6871 -0.5322 -0.02 0.10 0.07
H -1.6825 0.0849 1.0636 0.03 0.02 -0.10